Molecular formula: C23H23N3O3
Method: DFT, wB97M-V/def2-TZVPD

Last column: Löwdin charge in e.
Positions of all 52 atoms, in Å:
C (-3.230, 2.157, 0.692)  -0.071
H (-2.729, 2.942, 1.268)  0.095
O (-2.787, 0.876, 1.063)  -0.111
C (-1.525, 0.483, 0.692)  -0.180
C (-0.558, 1.382, 0.265)  0.024
C (0.729, 0.982, -0.074)  -0.203
C (1.054, -0.359, 0.018)  -0.032
C (0.099, -1.269, 0.425)  0.011
C (-1.195, -0.884, 0.759)  -0.209
O (-2.006, -1.916, 1.131)  -0.028
C (-3.399, -1.739, 1.275)  -0.134
C (-4.109, -1.282, 0.025)  -0.162
C (-3.493, -1.408, -1.213)  -0.022
C (-4.118, -0.966, -2.365)  -0.078
C (-5.377, -0.400, -2.288)  -0.090
C (-6.005, -0.293, -1.060)  -0.051
C (-5.390, -0.730, 0.105)  -0.239
C (-6.100, -0.607, 1.420)  -0.039
H (-7.097, -0.197, 1.279)  0.077
H (-5.548, 0.049, 2.094)  0.078
H (-6.189, -1.579, 1.902)  0.087
H (-6.994, 0.139, -1.003)  0.107
H (-5.873, -0.048, -3.181)  0.099
H (-3.621, -1.066, -3.319)  0.101
H (-2.513, -1.856, -1.276)  0.119
H (-3.760, -2.736, 1.560)  0.145
H (-3.608, -1.050, 2.101)  0.123
H (0.333, -2.320, 0.489)  0.123
H (2.046, -0.706, -0.227)  0.107
C (1.723, 2.037, -0.520)  -0.161
N (2.906, 1.545, -1.175)  0.003
C (3.963, 0.938, -0.528)  -0.295
C (4.914, 0.269, -1.312)  0.038
C (6.013, -0.273, -0.686)  -0.191
C (6.190, -0.174, 0.704)  -0.201
C (5.255, 0.472, 1.484)  -0.013
C (4.148, 1.022, 0.858)  -0.041
H (3.407, 1.512, 1.467)  0.101
H (5.373, 0.548, 2.554)  0.111
N (7.378, -0.820, 1.000)  0.171
C (7.953, -1.318, -0.145)  -0.531
O (8.990, -1.931, -0.240)  0.057
N (7.096, -0.973, -1.173)  0.178
H (7.269, -1.208, -2.135)  0.164
H (7.785, -0.923, 1.913)  0.164
H (4.782, 0.189, -2.381)  0.115
H (2.744, 1.198, -2.109)  0.133
H (1.225, 2.718, -1.219)  0.127
H (2.028, 2.636, 0.345)  0.120
H (-0.799, 2.431, 0.202)  0.111
H (-3.085, 2.336, -0.377)  0.105
H (-4.296, 2.174, 0.915)  0.092

Summary:
LUMO level = 0.0236 hartree
SMILES = COc1cc(CNc2ccc3[nH]c(=O)[nH]c3c2)ccc1OCc1ccccc1C
Energy = -1280.2649 a.u.
Highest occupied orbital energy = -7.291 eV
Kohn-Sham gap = 7.934 eV